Record 1
Below is a molecular structure, C26H27IrN3O7P3S2, with properties calculated with ωB97M-V with the def2-TZVPD basis set.

Element x y z (Å)
1 Ir -0.22 -1.06 0.17
2 C -3.10 1.27 -3.10
3 C -2.04 0.51 -2.33
4 S -2.48 -0.06 -0.81
5 C -0.78 0.33 -2.91
6 C -0.53 0.87 -4.30
7 S 0.50 -0.47 -2.17
8 H -4.02 1.34 -2.52
9 H -3.33 0.76 -4.05
10 H -2.76 2.28 -3.35
11 H -0.71 1.94 -4.35
12 H -1.19 0.39 -5.03
13 H 0.50 0.68 -4.60
14 C 0.93 -6.32 -0.09
15 C 1.35 -4.98 -0.67
16 O 2.60 -5.14 -1.38
17 P 1.71 -3.77 0.65
18 O 2.98 -4.41 1.41
19 O 0.64 -3.92 1.80
20 O 1.98 -2.39 0.13
21 P 0.00 -4.23 -1.69
22 O 1.00 -3.53 -2.77
23 O -0.90 -5.21 -2.32
24 O -0.60 -3.17 -0.76
25 H 1.64 -6.67 0.66
26 H 0.87 -7.05 -0.90
27 H -0.06 -6.24 0.37
28 H 2.60 -4.48 -2.09
29 H 3.72 -4.47 0.79
30 H -0.18 -3.39 1.67
31 H 0.55 -2.84 -3.28
32 C -2.48 4.53 3.21
33 C -2.82 3.18 3.08
34 C -2.10 2.37 2.21
35 C -1.03 2.89 1.48
36 C -0.70 4.24 1.61
37 C -1.43 5.05 2.48
38 P -0.06 1.68 0.50
39 C 0.77 2.70 -0.76
40 C 0.01 3.55 -1.56
41 C 0.59 4.23 -2.62
42 C 1.95 4.05 -2.89
43 C 2.70 3.20 -2.11
44 C 2.12 2.52 -1.04
45 C 1.18 1.14 1.68
46 C 2.02 1.90 2.50
47 C 2.77 1.24 3.45
48 C 2.67 -0.15 3.59
49 C 1.85 -0.89 2.76
50 C 1.08 -0.25 1.78
51 H -3.04 5.16 3.89
52 H -3.64 2.77 3.65
53 H -2.36 1.32 2.10
54 H 0.12 4.65 1.04
55 H -1.17 6.10 2.58
56 H -1.05 3.68 -1.35
57 H 0.00 4.90 -3.23
58 H 2.40 4.58 -3.73
59 H 3.75 3.05 -2.33
60 H 2.71 1.84 -0.44
61 H 2.06 2.98 2.40
62 H 3.42 1.80 4.11
63 H 3.26 -0.65 4.35
64 H 1.80 -1.97 2.88
65 N -5.50 -3.04 3.79
66 C -4.62 -3.10 3.04
67 N -3.64 -3.24 2.17
68 C -2.61 -2.58 1.88
69 N -1.62 -2.00 1.61

- highest occupied orbital energy (alpha / beta) (eV) = -4.520 / -5.938
- electronic energy (eV) = -98583.47274
- relative energy (zero: lowest compared OMol25 entry of this formula, charge and spin) (kcal per mole) = 11.9
- molecular weight (g mol⁻¹) = 842.79
- charge = -1
- 2S+1 = 6

=====

Record 2
Below is a molecular structure, C26H27MnN5P, with properties calculated with ωB97M-V with the def2-TZVPD basis set.

Element x y z (Å)
1 Mn 0.10 -0.24 -0.73
2 C -2.92 0.94 -4.17
3 N -2.89 -0.46 -3.75
4 C -3.83 -1.41 -4.36
5 C -2.07 -0.81 -2.75
6 N -1.26 0.02 -2.16
7 N -2.14 -2.14 -2.35
8 C -1.41 -2.80 -1.40
9 N -1.74 -4.09 -1.25
10 N -0.47 -2.22 -0.71
11 H -3.61 1.04 -5.00
12 H -1.94 1.27 -4.50
13 H -3.27 1.59 -3.36
14 H -4.32 -0.91 -5.19
15 H -4.60 -1.73 -3.66
16 H -3.30 -2.27 -4.78
17 H -1.31 0.97 -2.53
18 H -2.82 -2.69 -2.84
19 H -2.46 -4.54 -1.79
20 H -1.25 -4.67 -0.59
21 H -0.05 -2.85 -0.04
22 C 3.77 -2.52 4.16
23 C 3.98 -2.56 2.78
24 C 3.16 -1.82 1.94
25 C 2.14 -1.04 2.48
26 C 1.93 -1.00 3.86
27 C 2.75 -1.74 4.69
28 P 1.19 0.00 1.39
29 C -0.55 0.05 1.88
30 C -1.15 -1.01 2.56
31 C -2.52 -1.04 2.72
32 C -3.31 -0.01 2.21
33 C -2.72 1.04 1.53
34 C -1.34 1.08 1.36
35 C 1.87 1.64 1.24
36 C 2.51 2.32 2.25
37 C 3.07 3.59 1.98
38 C 3.00 4.12 0.72
39 C 2.37 3.42 -0.34
40 C 2.36 3.91 -1.67
41 C 1.81 3.19 -2.68
42 C 1.17 1.95 -2.40
43 C 1.13 1.45 -1.13
44 C 1.77 2.17 -0.07
45 H 4.41 -3.09 4.81
46 H 4.78 -3.16 2.37
47 H 3.34 -1.84 0.87
48 H 1.13 -0.40 4.28
49 H 2.59 -1.71 5.76
50 H -0.54 -1.81 2.97
51 H -2.98 -1.85 3.27
52 H -4.38 -0.03 2.36
53 H -3.33 1.85 1.14
54 H -0.88 1.92 0.86
55 H 2.61 1.88 3.23
56 H 3.56 4.13 2.78
57 H 3.46 5.07 0.51
58 H 2.83 4.87 -1.87
59 H 1.84 3.56 -3.69
60 H 0.73 1.41 -3.23

- highest occupied orbital energy (alpha / beta) (eV) = -13.409 / -13.541
- electronic energy (eV) = -75447.97844
- molecular weight (g mol⁻¹) = 495.45
- charge = +2
- 2S+1 = 5

=====

Record 3
Below is 2 unconnected molecules or ions with the total composition C26H27N2 in a non-equilibrium geometry, with properties calculated with ωB97M-V with the def2-TZVPD basis set.

Element x y z (Å)
1 C -3.29 4.41 1.38
2 C -3.90 3.34 2.01
3 C -3.77 2.07 1.51
4 C -3.02 1.82 0.36
5 C -2.81 0.45 -0.14
6 C -2.68 -0.61 0.77
7 C -2.59 -1.94 0.44
8 C -2.40 -3.02 1.36
9 C -2.31 -4.33 0.86
10 C -2.12 -5.40 1.71
11 C -2.03 -5.21 3.07
12 C -2.11 -3.93 3.59
13 C -2.29 -2.85 2.75
14 C -2.79 0.23 -1.59
15 C -1.86 -0.60 -2.22
16 C -1.91 -0.83 -3.58
17 C -2.89 -0.22 -4.35
18 C -3.81 0.63 -3.75
19 C -3.76 0.85 -2.40
20 C -2.45 2.93 -0.30
21 C -2.58 4.20 0.21
22 H -3.38 5.41 1.78
23 H -4.50 3.52 2.90
24 H -4.28 1.25 1.99
25 H -2.68 -0.35 1.81
26 H -2.67 -2.21 -0.59
27 H -2.35 -4.49 -0.20
28 H -2.01 -6.39 1.30
29 H -1.87 -6.05 3.73
30 H -2.00 -3.77 4.65
31 H -2.32 -1.87 3.17
32 H -1.05 -1.01 -1.64
33 H -1.20 -1.48 -4.05
34 H -2.93 -0.39 -5.41
35 H -4.58 1.09 -4.35
36 H -4.50 1.48 -1.93
37 H -1.88 2.77 -1.20
38 H -2.11 5.03 -0.29
39 C 0.98 -3.69 -0.67
40 C 1.73 -2.48 -0.24
41 N 1.08 -1.38 -0.13
42 C 1.82 -0.33 0.43
43 C 3.21 -0.16 -0.19
44 C 4.00 -1.45 0.01
45 N 3.09 -2.60 0.03
46 H 1.66 -4.42 -1.12
47 H 0.48 -4.16 0.18
48 H 0.21 -3.43 -1.40
49 H 1.23 0.60 0.38
50 H 1.93 -0.56 1.50
51 H 3.09 0.05 -1.26
52 H 3.74 0.70 0.23
53 H 4.74 -1.59 -0.79
54 H 4.55 -1.42 0.95
55 H 3.56 -3.49 -0.17

- highest occupied orbital energy (eV) = -10.865
- electronic energy (eV) = -30373.77702
- relative energy (zero: lowest compared OMol25 entry of this formula, charge and spin) (kcal per mole) = 12.9
- molecular weight (g mol⁻¹) = 367.52
- charge = +1

=====

Record 4
Below is 2 unconnected molecules or ions with the total composition C26H27N2 in a non-equilibrium geometry, with properties calculated with ωB97M-V with the def2-TZVPD basis set.

Element x y z (Å)
1 C -3.01 -0.22 2.80
2 C -1.73 -0.96 2.77
3 C -1.75 -2.44 2.83
4 N -0.66 -0.27 2.73
5 C 0.71 -0.60 2.74
6 C 1.62 0.45 2.81
7 C 2.98 0.23 2.82
8 C 3.46 -1.06 2.76
9 C 2.58 -2.12 2.68
10 C 1.22 -1.89 2.68
11 H -3.87 -0.89 2.80
12 H -3.07 0.41 3.68
13 H -3.10 0.43 1.93
14 H -2.77 -2.82 2.90
15 H -1.32 -2.87 1.92
16 H -1.21 -2.81 3.70
17 H 1.24 1.46 2.83
18 H 3.67 1.06 2.87
19 H 4.53 -1.25 2.76
20 H 2.95 -3.13 2.62
21 H 0.57 -2.74 2.60
22 C -0.76 3.41 1.43
23 C 0.18 2.90 0.40
24 N 1.43 3.38 0.20
25 C 2.06 2.68 -0.83
26 C 1.16 1.71 -1.30
27 C 1.56 0.81 -2.28
28 C 2.82 0.92 -2.82
29 C 3.70 1.92 -2.38
30 C 3.34 2.79 -1.39
31 C -0.07 1.86 -0.54
32 C -1.23 1.07 -0.63
33 C -1.53 0.06 -1.61
34 C -1.41 0.27 -3.00
35 C -1.66 -0.74 -3.90
36 C -2.02 -2.01 -3.47
37 C -2.18 -3.13 -4.45
38 C -2.19 -2.22 -2.11
39 C -1.99 -1.21 -1.20
40 H -1.68 2.83 1.44
41 H -0.31 3.34 2.43
42 H -1.01 4.45 1.25
43 H 1.89 4.12 0.75
44 H 0.89 0.03 -2.61
45 H 3.13 0.23 -3.58
46 H 4.67 2.00 -2.85
47 H 4.01 3.55 -1.05
48 H -1.93 1.16 0.19
49 H -1.12 1.25 -3.35
50 H -1.55 -0.55 -4.95
51 H -2.54 -4.03 -3.97
52 H -2.88 -2.86 -5.24
53 H -1.22 -3.36 -4.92
54 H -2.48 -3.20 -1.76
55 H -2.12 -1.40 -0.15

- highest occupied orbital energy (eV) = -11.094
- electronic energy (eV) = -30374.18651
- relative energy (zero: lowest compared OMol25 entry of this formula, charge and spin) (kcal per mole) = 3.4
- molecular weight (g mol⁻¹) = 367.52
- charge = +1

=====

Record 5
Below is 2 unconnected molecules or ions with the total composition C26H27N2O2S in a non-equilibrium geometry, with properties calculated with ωB97M-V with the def2-TZVPD basis set.

Element x y z (Å)
1 C -2.50 3.20 -2.08
2 C -2.09 2.06 -1.17
3 N -1.63 0.89 -1.88
4 C -2.15 0.67 -3.06
5 N -3.04 1.48 -3.67
6 C -3.50 2.71 -3.08
7 C -3.70 1.05 -4.90
8 C -2.96 -0.19 -5.38
9 S -1.81 -0.73 -4.08
10 H -2.91 4.02 -1.50
11 H -1.62 3.58 -2.59
12 H -1.27 2.37 -0.50
13 H -2.95 1.81 -0.51
14 H -4.47 2.54 -2.60
15 H -3.64 3.43 -3.89
16 H -4.76 0.82 -4.72
17 H -3.65 1.84 -5.64
18 H -3.63 -1.02 -5.60
19 H -2.35 0.04 -6.25
20 C -3.80 -4.66 3.02
21 O -3.58 -4.49 1.61
22 C -2.85 -3.42 1.18
23 C -2.68 -3.28 -0.22
24 C -1.91 -2.26 -0.73
25 C -1.24 -1.32 0.11
26 C -0.37 -0.34 -0.45
27 C 0.74 0.26 0.24
28 C 1.40 1.37 -0.36
29 C 2.46 2.00 0.27
30 C 3.02 1.44 1.43
31 O 4.14 2.08 1.94
32 C 5.23 1.39 2.49
33 C 6.45 1.47 1.80
34 C 7.54 0.73 2.24
35 C 7.45 -0.04 3.41
36 C 6.26 -0.02 4.15
37 C 5.15 0.71 3.71
38 C 2.43 0.33 2.05
39 C 1.31 -0.26 1.44
40 C -1.48 -1.43 1.51
41 C -2.26 -2.45 2.05
42 H -4.48 -5.50 3.07
43 H -2.86 -4.92 3.55
44 H -4.26 -3.78 3.49
45 H -3.13 -4.02 -0.88
46 H -1.75 -2.19 -1.81
47 H -0.28 -0.35 -1.55
48 H 1.08 1.71 -1.34
49 H 2.91 2.90 -0.15
50 H 6.50 2.10 0.90
51 H 8.47 0.74 1.66
52 H 8.30 -0.62 3.74
53 H 6.18 -0.60 5.08
54 H 4.23 0.76 4.30
55 H 2.83 -0.10 2.96
56 H 0.91 -1.18 1.86
57 H -1.01 -0.74 2.21
58 H -2.39 -2.55 3.13

- highest occupied orbital energy (eV) = -11.047
- electronic energy (eV) = -45302.63087
- relative energy (zero: lowest compared OMol25 entry of this formula, charge and spin) (kcal per mole) = 0.0
- molecular weight (g mol⁻¹) = 431.58
- charge = +1

=====

Record 6
Below is 2 unconnected molecules or ions with the total composition C26H27N4O5 in a non-equilibrium geometry, with properties calculated with ωB97M-V with the def2-TZVPD basis set.

Element x y z (Å)
1 C 3.11 -2.34 0.90
2 N 3.08 -1.05 1.56
3 C 4.35 -0.54 1.86
4 O 5.37 -1.17 1.60
5 N 4.39 0.71 2.47
6 C 5.73 1.22 2.67
7 C 3.27 1.53 2.71
8 O 3.42 2.69 3.07
9 C 1.94 0.90 2.51
10 C 0.86 1.66 2.84
11 C -0.54 1.26 2.81
12 C -0.99 0.04 3.34
13 C -2.27 -0.45 3.09
14 C -3.20 0.37 2.39
15 N -4.47 -0.08 2.15
16 C -4.97 -1.27 2.81
17 C -3.91 -2.35 2.85
18 C -2.65 -1.83 3.54
19 C -5.52 0.84 1.74
20 C -5.00 1.83 0.72
21 C -3.79 2.57 1.29
22 C -2.81 1.67 1.97
23 C -1.51 2.10 2.22
24 C 1.85 -0.43 1.85
25 O 0.80 -1.01 1.55
26 H 2.10 -2.69 0.76
27 H 3.63 -2.24 -0.06
28 H 3.69 -3.04 1.52
29 H 5.66 2.19 3.14
30 H 6.28 0.51 3.29
31 H 6.24 1.28 1.70
32 H 1.07 2.71 3.05
33 H -0.31 -0.55 3.95
34 H -5.28 -1.01 3.84
35 H -5.87 -1.61 2.28
36 H -4.30 -3.23 3.38
37 H -3.68 -2.65 1.82
38 H -1.81 -2.51 3.36
39 H -2.81 -1.82 4.63
40 H -6.35 0.25 1.33
41 H -5.90 1.38 2.63
42 H -4.72 1.30 -0.19
43 H -5.80 2.54 0.46
44 H -3.28 3.14 0.50
45 H -4.15 3.31 2.03
46 H -1.19 3.09 1.89
47 C 1.33 -0.52 6.42
48 N 2.35 0.31 6.02
49 O 3.23 -0.12 5.19
50 O 2.45 1.48 6.47
51 C 0.29 -0.09 7.29
52 C 0.22 1.24 7.77
53 C -0.84 1.65 8.56
54 C -1.86 0.76 8.92
55 C -1.79 -0.57 8.47
56 C -0.74 -1.00 7.68
57 H 1.38 -1.54 6.04
58 H 1.03 1.90 7.48
59 H -0.85 2.69 8.89
60 H -2.69 1.09 9.53
61 H -2.57 -1.29 8.76
62 H -0.66 -2.03 7.32

- highest occupied orbital energy (eV) = -3.413
- electronic energy (eV) = -43598.57341
- relative energy (zero: lowest compared OMol25 entry of this formula, charge and spin) (kcal per mole) = 22.5
- molecular weight (g mol⁻¹) = 475.52
- charge = -1